The ion C17H14ClN2S with charge +1 in a non-equilibrium geometry, computed with wB97M-V/def2-TZVPD.

Calculated values
- total energy (eV) = -44187.9498
- gap between HOMO and LUMO (Eh) = 0.32155
- E_LUMO (eV) = -2.779
- highest occupied orbital energy (Ha) = -0.424

The geometry in ORCA input format:
```
! wB97M-V def2-TZVPD RIJCOSX def2/J DEFGRID3
* xyz 1 1
Cl -5.728 2.684 -2.615
S 0.804 -2.517 1.912
C 0.276 0.753 -0.224
C -0.954 0.160 -0.141
C 0.401 -1.129 0.934
C 5.344 0.285 0.377
C 4.738 -0.489 1.382
C 4.607 0.957 -0.611
C -4.176 0.607 -1.895
C -3.386 2.757 -1.189
C -3.108 -0.031 -1.319
C -2.271 2.131 -0.652
C 3.347 -0.569 1.406
C 3.186 0.828 -0.588
C -4.353 1.972 -1.844
C -2.138 0.766 -0.670
C 2.563 0.028 0.379
N 1.147 -0.066 0.431
N -0.805 -1.036 0.564
C -0.883 -3.156 1.608
C -1.745 -2.018 1.037
H 0.546 1.697 -0.681
H 6.431 0.363 0.400
H 5.345 -0.924 2.205
H 5.069 1.566 -1.361
H -4.942 0.068 -2.419
H -3.497 3.830 -1.145
H -2.957 -1.105 -1.427
H -1.488 2.737 -0.200
H 2.940 -1.056 2.301
H 2.645 1.323 -1.376
H -0.862 -3.972 0.907
H -1.378 -3.518 2.509
H -2.386 -2.384 0.220
H -2.334 -1.542 1.785
*
```

Löwdin population analysis, charges in e, atoms 1 to 4: number 1, Cl, carries 0.714; number 2, S, carries 1.068; number 3, C, carries 0.050; number 4, C, carries -0.112



A cluster of 2 separate species, C5H14N2 in total in a non-equilibrium geometry, computed with wB97M-V/def2-TZVPD.

Calculated values
- total energy (eV) = -8386.5982
- gap between HOMO and LUMO (Eh) = 0.25325
- E_LUMO (eV) = -1.538
- highest occupied orbital energy (Ha) = -0.310

The geometry in ORCA input format:
```
! wB97M-V def2-TZVPD RIJCOSX def2/J DEFGRID3
* xyz 0 1
N 3.213 -0.161 0.157
C 1.817 0.034 -0.352
C 1.272 1.520 0.196
C 0.669 -0.883 0.036
N -0.405 -0.596 -0.760
C -2.890 -0.093 0.957
C -3.344 0.039 -0.564
H 3.800 -0.811 -0.345
H 3.402 -0.127 1.199
H 1.765 0.022 -1.409
H 1.240 1.517 1.303
H 1.933 2.326 -0.099
H 0.230 1.495 -0.220
H 0.450 -0.850 1.136
H 0.935 -1.926 -0.193
H -2.693 0.831 1.472
H -1.935 -0.681 0.940
H -3.685 -0.618 1.521
H -3.462 -0.853 -1.147
H -2.523 0.605 -1.016
H -4.262 0.668 -0.570
*
```

Löwdin population analysis, charges in e, atoms 1 to 4: number 1, N, carries 0.008; number 2, C, carries -0.396; number 3, C, carries -0.031; number 4, C, carries -0.395



An isolated molecule of C4H9NO2 in a non-equilibrium geometry, computed with wB97M-V/def2-TZVPD.

Calculated values
- total energy (eV) = -9877.5607
- gap between HOMO and LUMO (Eh) = 0.35134
- SMILES string = CNCC(=O)OC
- E_LUMO (eV) = 0.737
- highest occupied orbital energy (Ha) = -0.324

The geometry in ORCA input format:
```
! wB97M-V def2-TZVPD RIJCOSX def2/J DEFGRID3
* xyz 0 1
C -2.573 -0.197 0.453
N -1.363 -0.582 -0.226
C -0.180 0.085 0.206
C 0.646 0.697 -0.873
O 0.249 1.159 -1.915
O 1.954 0.639 -0.515
C 2.486 -0.212 0.592
H -2.440 -0.336 1.533
H -3.373 -0.866 0.135
H -2.884 0.845 0.281
H -1.434 -0.547 -1.232
H 0.501 -0.630 0.626
H -0.326 0.855 0.979
H 3.002 0.492 1.234
H 3.122 -0.916 0.069
H 1.894 -0.843 1.293
*
```

Löwdin population analysis, charges in e, atoms 1 to 4: number 1, C, carries -0.138; number 2, N, carries -0.111; number 3, C, carries -0.185; number 4, C, carries -0.475



An isolated molecule of C13H22O6 in a non-equilibrium geometry, computed with wB97M-V/def2-TZVPD.

Calculated values
- total energy (eV) = -26122.6477
- gap between HOMO and LUMO (Eh) = 0.38029
- SMILES string = CCCCOC(=O)O[C@@H](C)C(=O)OC[C@H]1CCCO1
- E_LUMO (eV) = 0.789
- highest occupied orbital energy (Ha) = -0.351

The geometry in ORCA input format:
```
! wB97M-V def2-TZVPD RIJCOSX def2/J DEFGRID3
* xyz 0 1
O -1.185 -0.750 -0.462
O 1.475 1.303 -1.428
O -2.792 0.882 -0.373
O 1.808 -0.859 -2.249
O -1.343 0.883 -2.056
O 4.213 -1.906 0.344
C -1.723 0.237 -0.940
C 1.110 0.317 -2.092
C -0.178 1.308 -4.051
C -1.988 2.434 2.949
C -3.272 0.367 0.912
C 3.830 -2.843 1.366
C 3.088 -0.999 -1.675
C -0.250 0.361 -2.808
C -3.125 2.690 1.974
C -3.984 1.453 1.706
C 2.337 -2.691 1.633
C 1.809 -2.080 0.358
C 3.040 -1.221 -0.151
H -1.166 1.357 -4.528
H 0.481 0.895 -4.820
H 0.102 2.337 -3.825
H -2.369 2.001 3.898
H -1.266 1.743 2.553
H -1.476 3.346 3.133
H -2.460 -0.045 1.507
H -3.962 -0.461 0.721
H 4.064 -3.873 1.081
H 4.394 -2.574 2.288
H 3.595 -1.833 -2.196
H 3.673 -0.053 -1.916
H -0.448 -0.690 -3.127
H -3.706 3.491 2.434
H -2.692 3.127 1.081
H -4.205 0.956 2.679
H -4.900 1.725 1.207
H 1.830 -3.660 1.831
H 2.177 -2.025 2.475
H 1.542 -2.868 -0.387
H 0.924 -1.515 0.602
H 3.000 -0.267 0.354
*
```

Löwdin population analysis, charges in e, atoms 1 to 4: number 1, O, carries 0.119; number 2, O, carries 0.110; number 3, O, carries 0.033; number 4, O, carries -0.007



A structure of composition C13H29N2OPSiW in a non-equilibrium geometry, computed with wB97M-V/def2-TZVPD.

Calculated values
- total energy (eV) = -37968.2154
- gap between HOMO and LUMO (alpha / beta) (Eh) = 0.17570 / 0.26969
- E_LUMO (alpha / beta) (eV) = -0.122 / -0.204
- highest occupied orbital energy (alpha / beta) (Ha) = -0.180 / -0.277

The geometry in ORCA input format:
```
! wB97M-V def2-TZVPD RIJCOSX def2/J DEFGRID3
* xyz 0 3
W 0.173 -0.013 0.751
Si 2.498 0.482 -0.091
P -0.481 0.451 -1.633
N -0.231 -1.692 0.558
H 1.687 -0.149 1.381
C -2.263 0.525 -1.988
H -2.393 0.635 -3.076
H -2.691 1.392 -1.468
H -2.749 -0.402 -1.657
C 0.105 1.894 -2.592
H -0.257 1.773 -3.625
H 1.200 1.953 -2.597
H -0.321 2.808 -2.160
C 0.047 -0.995 -2.645
H -0.249 -0.785 -3.687
H -0.462 -1.908 -2.303
H 1.133 -1.153 -2.600
C 3.087 2.244 0.239
H 2.851 2.529 1.273
H 2.615 2.932 -0.475
H 4.179 2.274 0.100
H 3.758 -0.229 0.297
H 2.653 0.302 -1.579
C -0.194 -3.047 0.369
C -1.312 -5.165 0.345
C -1.352 -3.808 0.613
C 1.008 -3.634 -0.085
C 1.009 -4.991 -0.382
C -0.139 -5.754 -0.145
H -2.208 -5.765 0.529
H -2.235 -3.274 1.002
H 1.894 -2.994 -0.203
H 1.914 -5.441 -0.785
H -0.126 -6.825 -0.345
C -1.630 3.580 1.018
O -2.247 3.462 -0.041
C -2.188 3.043 2.322
H -1.763 3.585 3.176
H -1.961 1.968 2.437
H -3.277 3.175 2.300
C -0.304 4.306 1.091
H -0.337 5.105 0.345
H 0.525 3.617 0.865
H -0.166 4.728 2.086
N 0.279 -0.139 2.958
H 0.578 -1.084 3.232
H -0.603 -0.007 3.460
H 0.944 0.493 3.413
*
```

Löwdin population analysis, charges in e, atoms 1 to 4: number 1, W, carries 0.823; number 2, Si, carries 0.286; number 3, P, carries 0.610; number 4, N, carries -0.258



A cluster of 2 separate species, C7H4O in total in a non-equilibrium geometry, computed with wB97M-V/def2-TZVPD.

Calculated values
- total energy (eV) = -9366.1747
- gap between HOMO and LUMO (Eh) = 0.34404
- E_LUMO (eV) = 0.791
- highest occupied orbital energy (Ha) = -0.315

The geometry in ORCA input format:
```
! wB97M-V def2-TZVPD RIJCOSX def2/J DEFGRID3
* xyz 0 1
C -0.525 0.006 0.809
C -0.867 0.617 -0.417
C 0.852 -0.181 0.879
C 1.444 0.625 -1.592
C 0.147 0.851 -1.258
C 1.464 0.203 -0.292
C 0.532 3.632 -0.691
O -0.448 3.685 -0.127
H -1.224 -0.177 1.621
H -1.720 1.180 -0.623
H 1.449 -0.766 1.595
H 2.161 0.478 -2.402
*
```

Löwdin population analysis, charges in e, atoms 1 to 4: number 1, C, carries -0.047; number 2, C, carries -0.145; number 3, C, carries -0.101; number 4, C, carries -0.032



- The highest total energy belongs to which entry?
  C5H14N2



- The lowest total energy belongs to which entry?
  C17H14ClN2S